# 1
{
  "formula": "C17H26N4O3",
  "method": "ωB97M-V/def2-TZVPD",
  "molar_mass_g_mol": 334.4,
  "energy_ev": -30155.0033,
  "spin_multiplicity": 1,
  "relative_energy_kcal_mol": 14.9,
  "gap_ev": 8.87,
  "smiles": "CCCCCCc1c(C)nc(-n2[nH]c(C)c(CCO)c2=O)[nH]c1=O",
  "homo_ev": -8.419,
  "charge": 0,
  "e_lumo_ev": 0.5,
  "elements": ["C", "C", "C", "C", "C", "H", "H", "C", "C", "C", "N", "C", "N", "C", "O", "H", "N", "C", "O", "C", "C", "N", "H", "C", "H", "H", "H", "C", "H", "H", "C", "O", "H", "H", "H", "C", "H", "H", "H", "H", "H", "H", "H", "H", "H", "H", "H", "H", "H", "H"],
  "positions_angstrom": [[8.059, 0.557, 1.612], [7.190, 0.406, 0.369], [5.704, 0.359, 0.716], [4.828, 0.211, -0.525], [3.344, 0.174, -0.176], [3.147, -0.663, 0.500], [3.068, 1.094, 0.342], [2.472, 0.040, -1.430], [1.018, -0.007, -1.070], [0.326, -1.162, -0.850], [-0.994, -1.173, -0.502], [-1.587, -0.025, -0.382], [-0.995, 1.169, -0.566], [0.357, 1.277, -0.918], [0.859, 2.370, -1.070], [-1.555, 2.015, -0.427], [-2.917, -0.026, -0.031], [-3.771, 1.058, 0.237], [-3.428, 2.224, 0.123], [-5.012, 0.447, 0.635], [-4.853, -0.912, 0.588], [-3.603, -1.203, 0.139], [-3.072, -2.058, 0.199], [-5.810, -1.998, 0.920], [-6.832, -1.648, 0.803], [-5.672, -2.318, 1.953], [-5.649, -2.857, 0.273], [-6.233, 1.228, 0.995], [-6.828, 0.678, 1.724], [-5.925, 2.180, 1.428], [-7.095, 1.522, -0.245], [-7.562, 0.349, -0.870], [-6.802, -0.130, -1.220], [-6.520, 2.134, -0.950], [-7.989, 2.074, 0.052], [0.938, -2.522, -0.979], [1.249, -2.701, -2.007], [1.813, -2.613, -0.339], [0.206, -3.273, -0.696], [2.636, 0.918, -2.058], [2.760, -0.852, -1.988], [5.101, -0.708, -1.052], [5.016, 1.047, -1.201], [5.518, -0.478, 1.394], [5.428, 1.276, 1.242], [7.467, -0.511, -0.158], [7.375, 1.244, -0.307], [7.811, 1.476, 2.140], [9.112, 0.590, 1.342], [7.904, -0.279, 2.290]],
  "forces_ev_per_angstrom": [[-0.01, -0.02, -0.26], [-0.12, 0.02, 0.34], [0.20, -0.04, -0.48], [-0.18, 0.03, 0.48], [0.21, -0.02, -0.43], [-0.03, -0.01, 0.07], [-0.05, 0.01, 0.08], [-0.11, 0.06, 0.33], [0.09, -0.16, -0.15], [0.20, 0.46, -0.10], [-0.73, 0.01, 0.20], [0.55, -0.37, -0.14], [-0.35, 0.13, 0.09], [-0.14, -0.43, 0.04], [0.13, 0.27, -0.02], [0.06, -0.13, -0.02], [-0.33, 0.17, 0.11], [0.06, -0.39, 0.03], [0.03, 0.39, -0.03], [-0.28, -0.08, 0.15], [0.32, 0.39, -0.20], [-0.01, -0.18, -0.07], [0.08, 0.09, 0.03], [0.07, -0.03, 0.11], [-0.03, 0.00, -0.02], [0.00, -0.04, 0.04], [-0.04, -0.08, -0.04], [-0.09, -0.05, -0.44], [-0.04, 0.08, 0.05], [-0.02, 0.01, 0.11], [0.18, 0.33, 0.33], [-0.08, -0.42, -0.13], [-0.01, 0.07, -0.03], [-0.07, 0.01, 0.08], [0.09, 0.03, -0.04], [0.03, 0.08, -0.03], [0.07, -0.06, -0.06], [0.12, -0.06, 0.02], [0.01, -0.03, 0.01], [0.04, -0.08, -0.07], [0.02, 0.00, -0.06], [0.03, -0.01, -0.09], [0.04, 0.01, -0.10], [-0.03, 0.00, 0.09], [-0.04, 0.02, 0.10], [0.00, 0.01, -0.09], [0.01, -0.02, -0.10], [0.01, 0.09, 0.10], [0.13, 0.01, 0.08], [0.02, -0.07, 0.11]],
  "lowdin_charge": [-0.12, -0.28, -0.24, -0.22, -0.20, 0.11, 0.12, -0.15, -0.11, -0.26, 0.15, -0.28, 0.24, -0.40, 0.08, 0.14, 0.06, -0.36, 0.06, -0.12, -0.23, 0.12, 0.16, 0.01, 0.08, 0.09, 0.09, -0.11, 0.12, 0.12, -0.25, -0.07, 0.08, 0.12, 0.12, -0.02, 0.09, 0.08, 0.07, 0.12, 0.11, 0.12, 0.12, 0.11, 0.12, 0.11, 0.11, 0.07, 0.07, 0.07]
}



# 2
{
  "formula": "C6H12N",
  "method": "ωB97M-V/def2-TZVPD",
  "molar_mass_g_mol": 98.2,
  "energy_ev": -7898.0633,
  "spin_multiplicity": 1,
  "relative_energy_kcal_mol": 46.1,
  "gap_ev": 8.94,
  "smiles": "C=[NH+]/C=C/CCC",
  "homo_ev": -14.203,
  "charge": 1,
  "e_lumo_ev": -5.3,
  "elements": ["C", "C", "C", "C", "C", "N", "C", "H", "H", "H", "H", "H", "H", "H", "H", "H", "H", "H", "H"],
  "positions_angstrom": [[-1.269, -3.087, -0.354], [-0.035, -2.143, -0.441], [-0.226, -0.796, 0.271], [0.336, 0.450, -0.314], [0.804, 1.478, 0.419], [0.853, 2.801, -0.046], [0.823, 3.859, 0.659], [-1.044, -3.902, 0.331], [-1.567, -3.508, -1.304], [-2.104, -2.504, 0.039], [0.011, -1.977, -1.529], [0.907, -2.603, -0.157], [0.189, -1.033, 1.255], [-1.266, -0.451, 0.326], [0.281, 0.593, -1.396], [1.023, 1.208, 1.445], [0.756, 2.840, -1.059], [0.929, 3.992, 1.726], [0.599, 4.781, 0.130]],
  "forces_ev_per_angstrom": [[0.62, 0.40, 1.16], [-1.14, 0.28, -2.32], [0.81, -0.58, 0.31], [1.01, 1.06, -0.61], [-0.21, -2.20, 0.59], [-0.06, -0.96, 0.45], [-0.29, 1.57, -0.89], [-0.33, -0.10, 0.06], [0.15, -0.01, -0.21], [-0.14, -0.29, 0.02], [0.53, 0.31, 0.21], [-0.06, -0.06, 0.16], [-0.45, 0.92, 0.38], [-0.26, -0.74, 0.30], [-0.45, -0.13, 0.02], [-0.04, 1.04, 0.28], [-0.12, 0.51, 0.01], [0.02, -0.98, 0.20], [0.42, -0.04, -0.12]],
  "lowdin_charge": [-0.08, -0.23, -0.19, -0.03, -0.09, 0.05, 0.18, 0.07, 0.07, 0.07, 0.10, 0.11, 0.13, 0.13, 0.13, 0.14, 0.19, 0.13, 0.12]
}



# 3
{
  "formula": "C5H9NO",
  "method": "ωB97M-V/def2-TZVPD",
  "molar_mass_g_mol": 99.1,
  "energy_ev": -8868.3886,
  "spin_multiplicity": 1,
  "relative_energy_kcal_mol": 19.0,
  "gap_ev": 10.48,
  "smiles": "CC1(C)CNC1=O",
  "homo_ev": -9.626,
  "charge": 0,
  "e_lumo_ev": 0.8,
  "elements": ["C", "C", "C", "C", "N", "C", "O", "H", "H", "H", "H", "H", "H", "H", "H", "H"],
  "positions_angstrom": [[-0.638, 0.701, 1.335], [0.093, 0.071, 0.139], [1.587, -0.062, 0.398], [-0.569, -1.186, -0.502], [-0.915, -0.345, -1.645], [-0.269, 0.771, -1.188], [-0.082, 1.871, -1.649], [0.012, 0.734, 2.214], [-1.538, 0.140, 1.606], [-0.934, 1.731, 1.113], [1.751, -0.690, 1.283], [2.029, 0.922, 0.585], [2.109, -0.521, -0.448], [0.142, -1.984, -0.750], [-1.426, -1.602, 0.038], [-1.352, -0.550, -2.530]],
  "forces_ev_per_angstrom": [[-0.08, 0.01, 0.07], [0.10, 0.03, 0.12], [0.07, 0.00, -0.03], [0.01, -0.20, 0.15], [-0.03, 0.13, -0.18], [0.05, 0.28, -0.10], [-0.12, -0.45, 0.13], [-0.09, -0.05, -0.07], [0.10, 0.11, -0.08], [0.08, -0.15, 0.02], [0.01, 0.12, -0.13], [-0.06, -0.14, -0.02], [-0.08, 0.10, 0.08], [-0.14, 0.12, 0.08], [0.10, 0.10, -0.10], [0.07, 0.02, 0.04]],
  "lowdin_charge": [-0.02, -0.43, -0.04, -0.11, 0.10, -0.47, 0.08, 0.08, 0.08, 0.09, 0.09, 0.09, 0.09, 0.11, 0.11, 0.14]
}



> Which value of charge does entry 2 give?

+1